No. 1
Formula: C21H16AuBrClIN4O2
Source: OMol25
Level of theory: ωB97M-V/def2-TZVPD

The geometry in XYZ format:
```
47
C21H16AuBrClIN4O2 ωB97M-V/def2-TZVPD
C -2.229 -2.850 -1.155
C -1.182 4.970 -0.028
H -5.349 -3.777 -0.252
H -1.925 -2.718 2.116
C 2.901 -1.162 -1.004
C -2.760 3.139 -0.094
C -3.736 -3.244 1.087
H 2.293 -1.622 -1.774
H -0.984 6.033 -0.043
Au 0.085 -0.213 0.117
N 2.233 -0.578 0.038
Cl -3.775 5.669 -0.199
C -0.127 4.066 0.059
C 5.035 -0.551 -0.058
C -3.097 0.409 -0.098
H 8.215 0.137 0.626
C 4.320 0.065 1.007
O 7.062 -1.269 -1.048
H -3.209 -0.666 -0.104
C -2.424 -2.881 1.173
H -5.206 0.790 -0.221
N -1.642 -2.702 0.069
C -2.476 4.517 -0.098
Br -1.219 -2.404 -2.675
C -3.536 -3.259 -1.287
N 7.219 0.103 0.750
C -0.281 -2.302 0.221
C -4.058 2.595 -0.168
H 4.818 0.553 1.834
C -0.314 2.681 0.074
C 4.261 -1.169 -1.074
O 0.668 1.849 0.175
H 6.796 0.805 1.325
C -4.222 1.236 -0.166
N -1.871 0.882 -0.032
H -3.941 -3.405 -2.277
C 2.956 0.036 1.017
H -4.315 -3.363 1.992
H 0.070 -2.621 1.199
C -1.671 2.228 -0.017
I 1.856 4.721 0.201
H 0.328 -2.778 -0.542
C 6.495 -0.615 -0.172
H 4.771 -1.645 -1.900
C -4.319 -3.466 -0.162
H 2.394 0.519 1.806
H -4.909 3.258 -0.236
```

As for the largest force on an atom: 0.0254 hartree/bohr. Its spin multiplicity is 3. Its orbital gap (alpha / beta) is 2.83 / 6.10 eV. The value obtained for the LUMO energy (alpha / beta) is -0.0593 / -0.0564 hartree. The calculation puts the total energy at -126447.20488 eV. The calculation puts the molecular weight at 795.6 u. The value obtained for the HOMO energy (alpha / beta) is -4.45 / -7.64 eV.


No. 2
Formula: C26H58Cl14O6
Source: OMol25
Level of theory: ωB97M-V/def2-TZVPD

The geometry in XYZ format:
```
104
C26H58Cl14O6 ωB97M-V/def2-TZVPD
C 15.015 28.416 -13.310
C 13.839 28.260 -12.270
H 14.392 19.047 -12.745
Cl 10.391 26.354 -14.198
C 18.215 24.585 -8.229
H 20.962 21.273 -14.925
O 13.799 18.883 -10.871
H 20.158 23.800 -16.458
H 14.064 28.683 -11.291
Cl 16.008 23.024 -15.854
H 21.435 21.588 -16.524
H 9.261 25.058 -6.781
H 9.111 24.696 -12.051
C 8.852 23.111 -7.894
Cl 17.978 32.425 -9.551
Cl 14.792 29.761 -8.397
C 16.884 31.017 -9.589
C 12.814 20.520 -12.483
H 10.717 21.897 -12.290
H 13.770 21.952 -15.818
H 13.909 24.583 -5.913
H 16.453 25.205 -13.580
C 8.575 27.415 -4.990
Cl 12.338 29.141 -12.742
H 17.380 24.819 -12.084
H 8.648 28.149 -4.188
Cl 22.544 22.957 -15.095
C 17.487 25.875 -8.722
C 19.851 22.963 -15.831
H 7.661 26.857 -4.787
H 13.860 23.317 -16.950
H 15.820 18.157 -10.517
H 15.360 19.745 -9.801
H 18.998 22.396 -16.203
H 13.096 20.996 -13.422
H 16.357 31.126 -7.348
H 12.403 23.876 -15.104
Cl 19.291 23.501 -14.277
H 13.552 23.885 -9.239
H 11.250 23.045 -11.078
O 9.647 26.489 -4.962
C 16.514 24.570 -12.697
H 16.354 31.097 -10.538
H 16.454 25.999 -8.399
H 12.958 26.637 -5.650
H 14.612 23.001 -11.445
H 11.890 23.072 -12.772
H 13.517 27.219 -12.254
C 14.171 22.954 -15.970
C 8.987 25.760 -11.848
H 17.388 30.051 -9.565
O 11.922 24.983 -6.257
H 15.341 32.040 -8.369
H 10.634 27.199 -6.663
H 12.028 25.813 -4.441
H 13.753 23.655 -13.934
H 15.836 27.862 -12.855
Cl 18.464 27.424 -8.432
H 14.749 27.960 -14.264
H 14.946 20.435 -11.778
H 17.581 23.730 -8.464
H 16.547 23.613 -13.218
H 15.809 23.756 -10.295
Cl 7.514 25.462 -8.285
H 12.513 25.819 -8.311
C 14.106 19.771 -11.982
Cl 13.782 25.594 -15.118
O 15.376 24.834 -11.896
H 12.735 23.669 -4.985
C 21.091 22.099 -15.625
H 8.315 27.964 -5.895
C 13.842 24.514 -10.081
H 14.719 18.121 -9.269
C 13.236 26.469 -8.805
H 12.988 24.805 -10.693
Cl 10.344 26.337 -10.790
H 8.079 26.304 -13.721
C 11.583 22.452 -11.929
H 17.487 25.693 -9.797
H 10.988 28.123 -5.251
Cl 8.652 22.463 -9.557
H 18.350 24.627 -7.148
H 8.032 25.892 -11.340
C 15.910 31.111 -8.342
H 8.839 27.683 -12.962
O 12.525 21.548 -11.536
C 13.485 23.865 -14.969
H 12.971 23.200 -6.648
Cl 15.630 30.098 -13.414
H 11.946 19.873 -12.610
C 15.010 18.758 -10.104
C 14.972 23.916 -10.975
H 9.794 22.704 -7.527
O 14.287 25.727 -9.447
C 12.955 24.060 -5.979
C 9.044 24.646 -7.767
H 8.052 22.658 -7.308
Cl 19.703 24.383 -9.171
H 12.809 27.079 -9.601
H 13.644 27.150 -8.058
H 9.795 24.958 -8.493
C 8.958 26.617 -13.156
C 10.769 27.109 -5.585
C 11.988 26.175 -5.469
```

As for the largest force on an atom: 0.0526 hartree/bohr. Its orbital gap is 10.09 eV. The structure (SMILES) is COCCOC.COCCOC.COCCOC.ClCCCl.ClCCCl.ClCCCl.ClCCCl.ClCCCl.ClCCCl.ClCCCl. The value obtained for the LUMO energy is 0.0122 hartree. The calculation puts the total energy at -215498.11107 eV. The calculation puts the molecular weight at 963.1 u. The value obtained for the HOMO energy is -9.76 eV.


Question: Among the records above, which one has the highest molecular weight?
Answer: C26H58Cl14O6